Entry 1:
{"formula": "C2H5Cl3NP", "method": "ωB97M-V with the def2-TZVPD basis set", "elements": ["C", "C", "N", "P", "Cl", "Cl", "Cl", "H", "H", "H", "H", "H"], "coordinates": [[0.354, 0.982, -0.322], [-0.320, -0.024, -1.212], [0.808, 0.461, 0.743], [-1.086, -3.112, 0.074], [-2.028, -0.241, -0.625], [0.011, -4.827, 0.257], [-2.583, -3.616, 1.255], [0.196, 2.004, -0.793], [-0.295, -2.593, 1.023], [0.119, -1.009, -0.956], [-0.240, 0.245, -2.187], [1.297, 1.034, 1.334]], "nbo_charge": [-0.213, -0.376, -0.342, 0.632, -0.098, -0.322, -0.263, 0.269, -0.071, 0.202, 0.216, 0.366], "homo_lumo_gap_ev": [7.33, 6.05], "homo_energy_ha": [-0.238, -0.349], "spin_multiplicity": 3, "lumo_energy_ev": [0.9, -3.4]}

Entry 2:
{"formula": "C2H5Cl3O", "method": "ωB97M-V with the def2-TZVPD basis set", "elements": ["C", "C", "Cl", "Cl", "Cl", "H", "H", "H", "O", "H", "H"], "coordinates": [[1.339, 1.691, 1.193], [0.493, 0.768, 0.257], [0.613, 1.497, -1.345], [-1.186, 0.623, 0.785], [1.222, -0.814, 0.166], [2.400, 1.729, 0.893], [1.287, 1.491, 2.277], [0.882, 2.675, 0.995], [-2.695, -3.285, -1.936], [-2.186, -2.445, -1.876], [-2.170, -3.930, -1.410]], "nbo_charge": [-0.642, -0.129, 0.015, 0.030, 0.022, 0.238, 0.236, 0.230, -0.942, 0.472, 0.470], "homo_lumo_gap_ev": 11.65, "homo_energy_ha": -0.409, "smiles": "CC(Cl)(Cl)Cl.O", "lumo_energy_ev": 0.5}

Entry 3:
{"formula": "C2H5ClN2O", "method": "ωB97M-V with the def2-TZVPD basis set", "elements": ["C", "C", "N", "N", "O", "Cl", "H", "H", "H", "H", "H"], "coordinates": [[-1.168, 1.528, 0.168], [1.420, -1.510, 0.030], [-2.085, 1.682, 0.978], [0.157, 0.489, -0.621], [0.362, -0.669, 0.135], [-0.849, 0.209, -2.100], [-0.734, 2.332, -0.368], [1.499, -1.947, -0.941], [1.389, -2.154, 0.852], [2.269, -0.987, 0.101], [-2.261, 1.028, 1.765]], "nbo_charge": [0.354, -0.239, -0.612, -0.168, -0.416, -0.007, 0.160, 0.174, 0.200, 0.166, 0.387], "homo_lumo_gap_ev": 9.85, "homo_energy_ha": -0.339, "lumo_energy_ev": 0.6}

Sequential ΔE to the lowest compared entry with this formula, charge and spin output: 2.104, 0.126, 5.487 eV